Version one
19
Properties=species:S:1:pos:R:3:mulliken_charge:R:1 method="wB97M-V/def2-TZVPD" smiles=CCSSC.O.O homo_lumo_gap_ev=8.60
C 0.799 1.248 -0.903 -0.567
C 1.887 0.651 0.003 -0.516
S 1.871 1.200 1.735 -0.130
S 0.317 0.268 2.703 -0.085
C -1.186 0.943 1.912 -0.650
H 1.288 1.851 -1.668 0.336
H 0.093 1.927 -0.409 0.278
H 0.195 0.441 -1.332 -0.047
H 1.907 -0.432 -0.043 0.313
H 2.866 0.952 -0.341 0.361
H -1.344 0.417 0.982 0.114
H -1.993 0.857 2.639 0.334
H -0.997 1.987 1.688 0.271
H -1.383 -1.973 -2.870 0.312
H -1.209 -1.238 -1.580 0.321
O -1.294 -1.074 -2.533 -0.653
H -0.950 -2.389 0.640 0.317
H -0.523 -3.250 -0.506 0.298
O -0.342 -2.386 -0.116 -0.608



Version two
19
Properties=species:S:1:pos:R:3:mulliken_charge:R:1 method="wB97M-V/def2-TZVPD" smiles=CCCSS.O.O homo_lumo_gap_ev=9.13
C -0.272 -0.937 0.252 -0.157
C -1.319 -1.906 -0.262 -1.188
C -0.962 0.267 0.920 -0.901
S -0.091 1.846 0.875 -0.022
S 1.236 1.655 2.465 -0.136
H 0.468 -1.315 0.960 0.253
H 0.312 -0.538 -0.532 0.337
H -2.160 -1.975 0.435 0.320
H -0.902 -2.898 -0.459 0.351
H -1.727 -1.601 -1.218 0.310
H -1.867 0.534 0.364 0.362
H -1.237 -0.035 1.925 0.417
H 1.791 0.503 2.096 0.042
H 4.006 -0.274 2.026 0.311
H 5.223 0.396 1.551 0.324
O 4.952 -0.247 2.222 -0.624
H -2.089 2.847 -4.493 0.319
H -2.968 1.694 -4.926 0.319
O -2.396 1.983 -4.200 -0.637



It comes down to version one, which is 23.3 kJ/mol more stable than the next structure.



Version one
26
Properties=species:S:1:pos:R:3:mulliken_charge:R:1 method="wB97M-V/def2-TZVPD" homo_lumo_gap_ev=8.63
C 0.108 1.077 0.692 1.287
C -0.422 1.537 -0.557 -1.083
C -0.795 1.085 1.904 -1.578
C 1.547 1.420 0.980 -1.438
C -1.170 -1.645 0.396 -1.507
C 0.213 -1.036 0.518 0.849
N 1.149 -1.502 1.238 -0.663
H 0.875 -2.346 1.749 0.249
H 0.087 2.385 -1.012 0.399
H -1.505 1.598 -0.635 0.326
H -0.076 0.654 -1.387 0.050
H -0.867 2.110 2.285 0.422
H -1.806 0.756 1.665 0.385
H -0.397 0.455 2.700 0.349
H 1.613 2.445 1.360 0.416
H 1.969 0.743 1.722 0.355
H 2.156 1.354 0.078 0.323
H -1.617 -1.809 1.378 0.399
H -1.834 -1.015 -0.199 0.329
H -1.097 -2.609 -0.113 0.406
C 0.619 -0.495 -2.103 -0.460
C -0.093 -1.242 -2.940 -0.677
H -1.071 -1.630 -2.675 0.214
H 1.605 -0.126 -2.379 0.340
H 0.557 -0.679 -0.725 0.043
H 0.254 -1.488 -3.939 0.264



Version two
26
Properties=species:S:1:pos:R:3:mulliken_charge:R:1 method="wB97M-V/def2-TZVPD" homo_lumo_gap_ev="6.60 / 7.75"
C 0.373 0.841 0.255 0.425
C -2.041 0.706 -0.279 0.133
C 0.045 -0.392 -0.189 -0.965
C 0.459 1.225 1.680 -1.023
C -2.820 -0.159 0.666 -1.249
C -2.339 0.572 -1.743 -1.333
C 3.135 -1.533 -0.920 -1.150
C 2.531 -0.709 0.183 0.412
N 3.068 -0.401 1.274 -0.562
H 0.659 1.584 -0.482 0.241
H -1.946 1.737 0.054 0.381
H 4.029 -0.770 1.409 0.233
H -0.223 -1.178 0.503 0.267
H 0.088 -0.641 -1.238 0.376
H -0.154 0.582 2.312 0.225
H 1.508 1.071 1.981 0.324
H 0.190 2.270 1.840 0.361
H -2.789 -1.212 0.369 0.296
H -2.295 -0.472 -2.071 0.318
H -3.350 0.934 -1.989 0.393
H -3.883 0.127 0.698 0.398
H -2.444 -0.088 1.691 0.279
H -1.640 1.146 -2.358 0.314
H 2.520 -2.417 -1.110 0.257
H 3.157 -0.959 -1.850 0.251
H 4.161 -1.863 -0.685 0.396



It comes down to version one, which is 40.4 kJ/mol more stable than the next structure.



Version one
14
Properties=species:S:1:pos:R:3:mulliken_charge:R:1 method="wB97M-V/def2-TZVPD" smiles="CC1=[N+](CO)C1" homo_lumo_gap_ev=11.48 charge=+1
C -0.206 -1.457 -0.171 -0.504
C -0.889 -0.032 -0.060 0.600
C -2.118 0.682 -0.154 -0.982
C 1.581 0.676 0.221 -0.303
N 0.370 -0.109 0.008 0.175
O 2.678 0.063 -0.296 -0.480
H -0.263 -2.014 0.764 0.286
H 0.079 -2.256 -1.019 0.249
H -1.998 1.757 -0.038 0.324
H -2.831 0.294 0.580 0.322
H -2.571 0.459 -1.129 0.314
H 1.432 1.623 -0.315 0.311
H 1.641 0.879 1.304 0.339
H 3.095 -0.567 0.307 0.348



Version two
14
Properties=species:S:1:pos:R:3:mulliken_charge:R:1 method="wB97M-V/def2-TZVPD" smiles="[NH3+]CC1=C[C@H]1O" homo_lumo_gap_ev=8.71 charge=+1
C -1.550 0.474 1.191 -0.782
C -0.357 0.070 0.803 0.135
C -1.933 -0.104 -0.095 -0.088
C 1.145 0.008 0.871 -0.176
N 1.736 -0.423 -0.446 -0.428
O -2.091 0.666 -1.165 -0.462
H -2.109 0.985 1.978 0.371
H -2.029 -1.218 -0.194 0.392
H 1.395 -0.815 1.622 0.265
H 1.661 1.009 0.938 0.283
H 1.315 -1.276 -0.764 0.359
H 2.746 -0.541 -0.500 0.365
H 1.676 0.153 -1.359 0.376
H -2.451 1.575 -0.777 0.391



Version three
14
Properties=species:S:1:pos:R:3:mulliken_charge:R:1 method="wB97M-V/def2-TZVPD" smiles=C[C@@H]1[NH2+][C@]12CO2 homo_lumo_gap_ev=12.16 charge=+1
C -1.661 0.204 1.094 -0.329
C 0.565 -0.499 -0.553 -0.051
C -0.763 -0.107 -0.034 0.695
C 1.767 -0.342 0.287 -1.146
N -0.214 0.674 -1.087 -0.235
O -2.012 -0.611 -0.053 -0.435
H -1.534 -0.322 1.997 0.222
H -2.315 1.079 1.443 0.228
H 0.542 -1.311 -1.405 0.381
H 1.712 -1.108 1.030 0.339
H 1.777 0.657 0.600 0.331
H 2.634 -0.388 -0.384 0.346
H 0.139 1.628 -0.918 0.316
H -0.637 0.445 -2.016 0.340



It comes down to version one, which is 29.5 kJ/mol more stable than the next structure.



Version one
13
Properties=species:S:1:pos:R:3:mulliken_charge:R:1 method="wB97M-V/def2-TZVPD" smiles="C=C(CCl)OC" homo_lumo_gap_ev=10.23
C -2.311 -0.841 -0.191 -0.686
C -0.450 0.578 0.217 0.438
C -0.891 1.553 -0.460 -0.730
C 1.024 0.460 0.776 -0.406
H -2.885 -1.861 0.203 0.228
H -3.048 0.073 -0.283 0.261
H -1.989 -1.315 -1.345 0.259
H -0.272 2.365 -0.315 0.280
H -1.821 1.779 -1.070 0.244
H 0.685 -0.237 1.666 0.231
H 1.539 1.367 1.135 0.368
O -1.080 -0.570 0.560 -0.321
Cl 1.894 -0.477 -0.383 -0.165



Version two
13
Properties=species:S:1:pos:R:3:mulliken_charge:R:1 method="wB97M-V/def2-TZVPD" smiles=OC1(CCl)CC1 homo_lumo_gap_ev=10.94
C -0.620 -0.326 0.134 0.489
C 0.735 -0.698 0.471 -0.619
C -1.828 -0.293 0.974 -0.707
C -1.416 0.899 0.347 -0.377
H -0.659 -0.404 -1.841 0.335
H 1.089 -1.745 0.094 0.337
H 0.855 -0.440 1.524 0.302
H -1.724 -0.330 2.086 0.249
H -2.491 -0.871 0.318 0.301
H -1.829 1.114 -0.611 0.268
H -1.128 1.608 1.139 0.261
O -0.994 -0.969 -1.144 -0.571
Cl 1.918 0.666 -0.301 -0.268



It comes down to version two, which is 75.3 kJ/mol more stable than the next structure.



Version one
5
Properties=species:S:1:pos:R:3:mulliken_charge:R:1 method="wB97M-V/def2-TZVPD" homo_lumo_gap_ev="8.59 / 8.59"
C -0.252 -0.428 0.151 0.212
O 0.134 -1.485 0.376 -0.229
S -0.792 1.099 1.140 -0.188
H 0.203 0.848 -0.294 0.076
H 0.707 -0.034 -1.373 0.130



Version two
5
Properties=species:S:1:pos:R:3:mulliken_charge:R:1 method="wB97M-V/def2-TZVPD" smiles="OC=S" homo_lumo_gap_ev=9.42
C 0.471 -0.368 0.125 0.047
H 1.779 -0.935 -0.921 0.372
H 1.113 -0.898 0.766 0.227
O 1.033 -0.327 -1.106 -0.367
S -0.874 0.416 0.516 -0.279



It comes down to version two, which is 421.5 kJ/mol more stable than the next structure.



Version one
29
Properties=species:S:1:pos:R:3:mulliken_charge:R:1 method="wB97M-V/def2-TZVPD" homo_lumo_gap_ev=10.07 charge=-1
O 0.333 0.105 -0.387 -0.691
H -0.413 -0.257 0.026 0.316
O 0.557 3.264 0.919 -0.653
H 0.949 3.003 0.053 0.376
H 0.341 2.547 1.381 0.354
O 0.881 2.333 -1.825 -0.751
H 0.213 3.065 -2.160 0.296
H 0.640 1.539 -1.397 0.261
O -1.622 -1.864 2.634 -0.537
H -1.667 -1.908 3.502 0.235
H -0.807 -1.464 2.649 0.353
O -2.248 0.927 -1.300 -0.712
H -1.300 0.849 -1.271 0.345
H -2.605 1.438 -0.601 0.286
O 0.447 -2.061 -2.092 -0.670
H 0.698 -2.865 -1.626 0.273
H 0.723 -1.326 -1.625 0.289
O 1.615 -1.772 1.849 -0.630
H 1.185 -1.090 1.244 0.246
H 1.492 -2.618 1.525 0.267
O 0.147 0.880 2.351 -0.787
H 1.054 0.948 2.543 0.335
H 0.191 0.736 1.312 0.189
O 2.952 -0.058 -0.439 -0.688
H 1.974 0.138 -0.359 0.360
H 2.993 -0.095 -1.445 0.335
O -3.275 -1.530 -1.686 -0.645
H -2.752 -2.017 -2.279 0.309
H -2.695 -0.846 -1.496 0.339



Version two
29
Properties=species:S:1:pos:R:3:mulliken_charge:R:1 method="wB97M-V/def2-TZVPD" homo_lumo_gap_ev=9.34 charge=-1
O 1.157 1.207 0.155 -0.643
H 0.465 0.720 -0.188 0.129
H -3.251 -1.053 -0.932 0.341
O 0.044 -3.888 -0.634 -0.711
H 0.103 -2.889 -0.634 0.418
H -0.179 3.378 0.358 0.252
O -2.959 -2.009 -1.141 -0.659
H -0.721 -4.072 0.010 0.279
H -2.275 -2.102 -0.360 0.291
O -2.081 -0.518 1.719 -0.729
H 3.743 -1.815 0.813 0.332
H 2.012 1.124 -0.171 0.253
O 4.296 -1.442 0.072 -0.658
H -0.956 1.083 -0.883 0.470
H -1.510 -0.459 0.907 0.467
O 0.033 0.367 -2.038 -0.763
H -0.710 0.797 -2.536 0.250
H -0.370 -0.497 -1.504 0.601
O 2.599 2.487 1.866 -0.688
H 2.313 3.470 1.834 0.294
H 1.665 1.982 1.743 0.408
O -1.711 1.745 -0.801 -0.809
H -1.419 2.357 -1.563 0.302
H 3.641 -0.713 -0.099 0.325
O -0.629 -1.220 -0.128 -1.097
H 0.331 -0.976 -0.193 0.272
O -0.692 3.084 1.078 -0.705
H -1.955 -1.529 1.744 0.351
H -1.380 2.688 0.468 0.429



It comes down to version one, which is 139.5 kJ/mol more stable than the next structure.